Entry 1:
# C4H9ClOS

An isolated molecule of C4H9ClOS at a distorted geometry (ωB97M-V with the def2-TZVPD basis set, the OMol25 dataset).

```
! wB97M-V def2-TZVPD RIJCOSX def2/J DEFGRID3
* xyz 0 1
Cl 1.64332 0.15971 -1.28848
S 0.05291 -1.74958 1.03072
O -2.43027 0.19076 0.27865
C -0.51838 1.56641 -0.34216
C 0.73513 -0.09767 1.28728
C 0.81298 0.88936 0.11405
C -1.66492 0.64063 -0.83065
H -0.84615 2.14828 0.54283
H -2.28420 1.25641 -1.48263
H -3.23237 -0.24528 -0.03822
H 1.43147 1.76679 0.39842
H -0.13499 2.34923 -1.01769
H 0.20787 0.49213 2.06274
H -1.13845 -0.25120 -1.26219
H -1.28225 -1.48152 0.89334
H 1.74939 -0.27507 1.71582
*
```

Output
**Energy above the lowest of the compared OMol25 structures with the same formula, charge and spin**: 4.0 kJ/mol
**LUMO level**: 0.66 eV
**Highest occupied orbital energy**: -9.0 eV
**Orbital gap**: 0.3542 hartree
**Structure (SMILES)**: OCC[C@H](Cl)CS

Entry 2:
# C26H18AsCl2NO4Pt

A structure of composition C26H18AsCl2NO4Pt at a distorted geometry (ωB97M-V with the def2-TZVPD basis set, the OMol25 dataset).

```
! wB97M-V def2-TZVPD RIJCOSX def2/J DEFGRID3
* xyz 0 1
Pt -0.92579 0.38246 0.11040
As 1.16745 0.97305 -0.91055
Cl 1.07172 0.87269 4.33515
Cl -0.72640 2.58974 2.79807
O -6.57678 -2.96298 2.39332
O -7.49672 -1.02820 1.65320
O -2.10908 1.91255 -0.23994
O -4.24324 2.52431 -0.30250
N -2.65203 -0.45202 0.77273
C 0.58788 -3.05486 -1.08336
C -5.18399 -1.33809 1.44122
C 5.07476 2.92627 0.74858
C 0.71538 -1.20291 1.04015
C -3.41632 1.69830 -0.04605
C 1.39175 0.25589 -2.67766
C 1.73257 0.25603 -5.03960
C 3.83891 3.32006 1.23603
C 2.67903 2.75122 0.72950
C 2.77712 1.78179 -0.25953
C 0.89899 -1.74817 -1.36253
C -5.00256 -0.08156 0.87225
C 0.42473 -2.56849 1.28521
C -4.06291 -2.12587 1.67075
C -0.15161 2.15724 4.40860
C 1.66705 0.95220 -3.84027
C 0.35934 -3.45619 0.24714
C 4.01518 1.38984 -0.76350
C 1.51039 -1.11648 -5.06266
C -3.73161 0.33353 0.55236
C 0.97419 -0.82702 -0.28217
C -6.60190 -1.86594 1.81759
C 1.17515 -1.13255 -2.68372
C 1.23037 -1.81066 -3.89443
C -2.81340 -1.65905 1.32606
C 5.16521 1.96510 -0.25082
H 0.13269 -4.49520 0.44727
H 0.92495 -0.53524 1.86791
H -1.91885 -2.23748 1.48084
H 3.77332 4.07128 2.01137
H 1.70916 3.05450 1.10516
H -5.85784 0.55578 0.68784
H -0.99091 1.78927 4.98610
H 1.82510 2.02289 -3.82194
H 0.29938 3.02920 4.86636
H 1.94735 0.78559 -5.95745
H 1.06216 -2.87877 -3.92974
H 5.97677 3.37455 1.14392
H 6.13274 1.66330 -0.62882
H -4.20887 -3.10081 2.11763
H 4.07884 0.63980 -1.54239
H 1.55532 -1.65091 -6.00189
H 0.51988 -3.79165 -1.87325
H 0.27599 -2.90734 2.30211
*
```

Output
**Energy above the lowest of the compared OMol25 structures with the same formula, charge and spin**: 8.3 kJ/mol
**LUMO level**: -1.78 eV
**Highest occupied orbital energy**: -7.6 eV
**Orbital gap**: 0.2135 hartree

Entry 3:
# C16H29N4OPb

A structure of composition C16H29N4OPb at a distorted geometry (ωB97M-V with the def2-TZVPD basis set, the OMol25 dataset).

```
! wB97M-V def2-TZVPD RIJCOSX def2/J DEFGRID3
* xyz 1 1
Pb 0.18002 0.69144 -0.09072
O 1.40145 1.47276 1.46138
N -0.14125 3.02850 -1.27718
N -1.30363 -0.29055 1.95558
N 0.30384 -0.16748 -2.84459
N 1.03351 -1.88853 0.00602
C 3.31664 -1.42729 3.16256
C -2.73182 -1.83963 3.48862
C -1.55813 -1.29577 -5.56150
C 0.14819 -0.58822 -3.89910
C 1.38059 6.61792 -0.29004
C -0.60965 5.57919 -1.60254
C 1.60591 -2.50047 0.77777
C -1.93100 -0.98024 2.61904
C -1.29815 -3.83196 2.83132
C -0.33285 4.15629 -1.44758
C -0.05242 -1.13134 -5.25204
C 2.29160 -3.30047 1.78265
C -2.51566 -1.34965 -4.38705
C 2.27374 -2.55463 3.12058
C 0.70123 6.38324 -1.64501
C -2.05383 -3.12364 3.94746
H 1.57702 1.07344 2.31818
H 1.41533 5.97015 -2.36092
H 1.71696 7.64259 -0.14868
H 1.76964 -4.25479 1.85822
H -3.54080 -1.43241 -4.75221
H -2.46457 -0.48000 -3.73155
H 2.48468 -3.25824 3.92694
H -0.77026 -3.13265 2.17434
H -1.78719 -2.18303 -6.15388
H 2.20876 5.92487 -0.15488
H -1.14057 5.84892 -0.68533
H -1.82953 -0.47183 -6.22673
H 3.36768 -1.03709 4.18176
H 0.40863 -0.36025 -5.86890
H -1.21460 5.82876 -2.46835
H -2.38438 -2.24833 -3.77778
H 3.08105 -0.59259 2.50149
H 4.32514 -1.77600 2.92837
H 1.33041 -2.06797 3.37934
H -1.97752 -4.39713 2.18718
H -1.40361 -2.89612 4.78875
H 0.51869 7.36523 -2.09181
H -2.88142 -3.77088 4.23481
H -3.14459 -1.22987 4.29607
H 0.68902 6.46870 0.54599
H 0.44134 -2.09757 -5.31458
H -0.57493 -4.56998 3.17720
H 3.31687 -3.49177 1.47448
H -3.64554 -2.03363 2.90687
*
```

Output
**Energy above the lowest of the compared OMol25 structures with the same formula, charge and spin**: 0.0 kJ/mol
**LUMO level**: -2.30 eV
**Highest occupied orbital energy**: -12.0 eV
**Orbital gap**: 0.3568 hartree

Look up the LUMO level of the second one.
-1.78 eV

Number 2 is which compound?
C26H18AsCl2NO4Pt